No. 1
{
  "formula": "C3H7N3O2",
  "method": "the ωB97M-V functional and the def2-TZVPD basis",
  "e_tot_ev": -11779.0826,
  "lumo_energy_ha": -0.045,
  "fmax_ev_per_a": 11.69,
  "relative_energy_kcal_mol": 282.0,
  "species": ["C", "C", "C", "H", "H", "H", "H", "H", "H", "H", "N", "N", "N", "O", "O"],
  "positions_angstrom": [[2.2396, -0.8681, -0.0172], [-1.2384, -0.7549, -0.1029], [-2.5924, -0.1120, 0.0898], [1.5817, 1.4445, 0.4856], [2.9574, 2.1950, 0.4632], [2.6619, -1.9792, 0.3408], [-1.1165, -1.9857, -0.7783], [-3.0139, -0.3838, 1.1634], [-3.4015, -0.5557, -0.4812], [-1.8484, 0.9781, -1.2008], [2.3686, 1.6076, -0.1396], [2.9126, 0.1790, -0.1349], [-0.0383, 0.0729, 0.5862], [0.8811, -1.1249, -0.1306], [-2.3534, 1.2872, -0.1434]]
}

***

No. 2
{
  "formula": "C3H7N3O2",
  "method": "the ωB97M-V functional and the def2-TZVPD basis",
  "e_tot_ev": -11786.0097,
  "lumo_energy_ha": 0.022,
  "smiles": "N/N=C/NC(=O)CO",
  "fmax_ev_per_a": 11.38,
  "relative_energy_kcal_mol": 122.3,
  "species": ["C", "C", "C", "H", "H", "H", "H", "H", "H", "H", "N", "N", "N", "O", "O"],
  "positions_angstrom": [[1.1472, 0.4101, 0.1494], [-1.2124, 0.6071, -0.0136], [-2.4087, -0.1685, 0.2581], [4.1387, -0.8312, -0.0670], [3.6345, 0.8759, 0.1800], [1.1906, 1.4423, 0.4190], [-0.4399, -0.9737, 0.1971], [-2.5572, -0.1773, 1.4955], [-3.2860, 0.5025, -0.2445], [-2.2401, -1.5246, -1.3502], [3.4076, -0.0882, -0.3116], [2.0772, -0.4349, -0.0117], [-0.1636, -0.0327, 0.0667], [-1.3232, 1.8354, -0.4466], [-1.9646, -1.4422, -0.3206]]
}

***

No. 3
{
  "formula": "C3H7N3O2",
  "method": "the ωB97M-V functional and the def2-TZVPD basis",
  "e_tot_ev": -11786.8053,
  "lumo_energy_ha": 0.026,
  "smiles": "[H]/N=C(\\NO)NC(C)=O",
  "fmax_ev_per_a": 5.80,
  "relative_energy_kcal_mol": 104.0,
  "species": ["C", "C", "C", "H", "H", "H", "H", "H", "H", "H", "N", "N", "N", "O", "O"],
  "positions_angstrom": [[-1.5032, 0.8480, -2.1881], [-0.8312, 0.7431, -0.7562], [0.9516, -0.8747, 0.2624], [-0.6988, 1.2837, -2.8864], [-2.4178, 1.6076, -2.2757], [-1.8000, -0.1975, -2.3643], [-0.1036, -0.9597, -1.4153], [2.4263, -2.0545, 0.5024], [1.6167, -0.2986, 2.3088], [-0.7380, 0.4507, 1.2640], [-0.1057, -0.4512, -0.6165], [1.8826, -1.6313, -0.2273], [0.9701, -0.1002, 1.3967], [-0.9156, 1.5801, 0.0886], [-0.2365, -0.1864, 2.0473]]
}

***

No. 4
{
  "formula": "C3H7N3OS",
  "method": "the ωB97M-V functional and the def2-TZVPD basis",
  "e_tot_ev": -20571.7221,
  "lumo_energy_ha": 0.002,
  "smiles": "[H]/N=C(/C=N\\S)N(C)O",
  "fmax_ev_per_a": 5.40,
  "relative_energy_kcal_mol": 149.0,
  "species": ["C", "C", "C", "H", "H", "H", "H", "H", "H", "H", "N", "N", "N", "O", "S"],
  "positions_angstrom": [[0.8253, 0.2628, 1.9597], [-0.4816, -0.6441, -0.1805], [-1.4698, -0.4554, -1.3000], [1.7991, 0.5974, 1.5062], [0.8665, 0.9714, 2.8867], [0.6269, -0.8311, 2.1780], [0.4284, 1.6903, -0.4439], [0.6306, -2.2352, 0.5739], [-2.5159, -0.6671, -0.8339], [1.2833, 0.4849, -1.8653], [-0.2492, 0.3789, 0.8270], [-0.1061, -1.8553, -0.0176], [-1.3402, 0.0135, -2.4334], [-0.3098, 1.6809, 0.1043], [0.0127, 0.6081, -2.9613]]
}